C19H54B4Mg2O9S4 | wB97M-V/def2-TZVPD

The energy above the lowest of the compared OMol25 structures with the same formula, charge and spin comes out at 2.481 eV. Its molecular weight is 646.8 g/mol. As for the LUMO energy: 0.2 eV. The value obtained for the HOMO-LUMO gap is 9.506 eV. Its strongest force on any atom is 3.25 eV/A. The HOMO energy is -9.294 eV.

CARTESIAN COORDINATES (ANGSTROEM)
1 Mg 20.825 -10.738 -12.897
2 Mg 18.416 -11.454 -9.416
3 B 20.002 -11.171 -10.932
4 H 20.431 -12.068 -11.462
5 H 18.922 -10.996 -11.216
6 H 20.086 -11.213 -9.815
7 H 20.560 -10.263 -11.276
8 B 19.391 -11.450 -14.209
9 H 18.517 -11.875 -14.827
10 H 19.673 -12.196 -13.417
11 H 20.336 -11.350 -14.818
12 H 19.209 -10.423 -13.791
13 B 22.715 -11.417 -12.920
14 H 23.812 -11.762 -12.847
15 H 22.505 -11.014 -13.953
16 H 22.005 -12.283 -12.811
17 H 22.483 -10.613 -12.168
18 B 18.337 -9.497 -8.635
19 H 18.989 -10.246 -8.095
20 H 18.480 -9.627 -9.747
21 H 17.234 -9.699 -8.335
22 H 18.687 -8.435 -8.349
23 C 22.262 -7.968 -10.116
24 C 22.880 -7.338 -8.863
25 O 24.070 -7.156 -8.794
26 C 21.841 -6.987 -7.836
27 H 22.707 -7.556 -11.018
28 H 21.181 -7.826 -10.149
29 H 22.388 -9.047 -9.993
30 H 21.319 -6.071 -8.106
31 H 22.345 -6.823 -6.880
32 H 21.164 -7.839 -7.767
33 C 15.265 -11.098 -13.844
34 C 15.422 -9.695 -13.271
35 C 14.973 -9.756 -11.806
36 S 15.533 -11.411 -11.238
37 O 14.384 -12.129 -10.736
38 O 16.756 -11.365 -10.436
39 C 16.018 -12.027 -12.895
40 H 15.501 -11.157 -14.904
41 H 14.216 -11.414 -13.791
42 H 14.730 -9.015 -13.777
43 H 16.402 -9.291 -13.523
44 H 13.899 -9.639 -11.689
45 H 15.422 -9.016 -11.143
46 H 15.765 -13.080 -12.994
47 H 17.096 -11.938 -13.038
48 C 20.422 -16.376 -11.307
49 C 19.781 -16.790 -9.959
50 C 18.406 -16.164 -9.913
51 S 18.495 -14.601 -10.870
52 O 18.474 -13.435 -10.009
53 O 17.586 -14.707 -12.001
54 C 20.208 -14.859 -11.375
55 H 19.797 -16.755 -12.121
56 H 21.463 -16.619 -11.491
57 H 20.462 -16.523 -9.150
58 H 19.724 -17.876 -9.853
59 H 18.070 -15.899 -8.908
60 H 17.586 -16.783 -10.273
61 H 20.749 -14.302 -10.606
62 H 20.445 -14.335 -12.300
63 C 22.685 -11.153 -6.532
64 C 21.470 -11.229 -5.627
65 C 21.010 -12.695 -5.661
66 S 20.960 -13.058 -7.468
67 O 19.751 -12.434 -7.988
68 O 21.387 -14.391 -7.858
69 C 22.374 -11.928 -7.822
70 H 23.501 -11.617 -5.975
71 H 22.993 -10.128 -6.733
72 H 20.652 -10.583 -5.957
73 H 21.671 -10.925 -4.600
74 H 20.141 -12.992 -5.078
75 H 21.803 -13.355 -5.295
76 H 22.094 -11.272 -8.647
77 H 23.180 -12.544 -8.215
78 C 23.820 -8.176 -15.425
79 C 22.983 -8.445 -16.690
80 C 21.591 -8.828 -16.217
81 S 21.277 -7.939 -14.629
82 O 21.039 -8.925 -13.586
83 O 20.384 -6.821 -14.820
84 C 22.991 -7.293 -14.512
85 H 24.725 -7.656 -15.737
86 H 24.070 -9.101 -14.902
87 H 23.384 -9.225 -17.333
88 H 22.911 -7.518 -17.263
89 H 21.574 -9.902 -16.026
90 H 20.726 -8.561 -16.821
91 H 23.279 -7.199 -13.469
92 H 22.919 -6.307 -14.974

Forces on the atoms, in the same order (eV/Å):
Mg -0.4 0.0 -1.0
Mg -0.6 -1.1 0.3
B -0.1 -0.3 0.2
H 0.5 -1.8 -0.4
H -1.7 0.1 -1.0
H 1.6 0.0 1.5
H 0.9 2.5 0.5
B -1.5 -1.0 -1.7
H -1.0 -0.3 -0.7
H 0.2 -1.7 1.7
H 1.8 0.2 -1.7
H -1.2 2.1 1.0
B 3.1 -1.0 -0.3
H 1.2 -0.4 0.2
H -0.1 1.0 -2.2
H -1.2 -2.0 0.5
H 0.2 1.6 1.8
B -0.7 1.8 0.9
H 1.4 -1.2 1.4
H 0.1 0.4 -2.0
H -1.4 -0.2 0.3
H 0.3 1.2 0.4
C -0.3 0.1 0.7
C -0.7 0.1 -1.5
O 0.0 0.1 0.5
C 1.1 -0.2 0.9
H 0.3 -0.4 0.0
H 0.0 0.2 0.0
H 0.3 0.0 -0.5
H -0.2 -0.1 -0.2
H -0.2 0.0 0.0
H -0.3 0.3 0.1
C -0.8 -0.4 0.4
C -1.0 0.6 -0.7
C 1.4 0.2 0.4
S -0.2 -0.5 -1.2
O 0.6 0.2 0.1
O -1.7 0.2 -0.3
C 0.1 0.2 -0.3
H 0.6 -0.1 0.2
H -0.1 0.3 0.0
H 0.0 0.0 0.0
H 0.3 -0.2 0.8
H -0.1 -0.6 -0.1
H 0.3 -0.1 -0.1
H -0.2 0.0 0.3
H 0.1 0.1 0.4
C -1.2 0.9 -0.2
C 1.1 -0.9 -0.4
C -0.7 0.9 1.1
S 0.5 -1.3 -1.5
O -0.7 -0.5 0.2
O 0.4 0.4 1.0
C 0.2 0.6 0.6
H 0.3 -0.5 -0.1
H 0.0 -0.2 0.3
H -0.4 0.6 0.1
H -0.3 0.0 -0.3
H 0.3 0.2 0.1
H 0.3 0.1 -0.7
H 0.2 -0.3 0.1
H -0.4 -0.3 -0.2
C 0.3 -0.2 0.1
C -1.1 -0.2 0.3
C 0.6 -0.6 -0.3
S 1.4 1.3 0.3
O 0.1 -1.0 0.7
O -1.0 0.5 0.4
C -0.2 0.0 -0.2
H 0.1 -0.1 -0.3
H -0.1 0.0 -0.1
H 0.0 0.0 -0.2
H 0.2 -0.1 0.0
H -0.4 0.3 -0.5
H 0.2 0.1 -0.1
H -0.4 0.0 0.1
H 0.0 -0.1 0.3
C 0.2 -0.4 -0.1
C -0.6 0.8 0.3
C -0.7 -0.3 0.7
S 1.6 0.0 -1.2
O -0.1 1.6 -0.1
O -0.1 -0.7 0.3
C -0.8 0.2 -0.4
H 0.2 -0.1 0.3
H 0.1 -0.1 -0.2
H 0.1 0.0 0.1
H 0.2 0.0 -0.1
H -0.3 0.1 0.3
H 0.2 0.0 -0.3
H 0.1 -0.2 0.0
H -0.1 0.1 0.3

Atom charges from the Mulliken analysis, given in e for atoms 1 to 2: number 1, Mg, carries 1.79; number 2, Mg, carries 0.48

***

C4H3N3 | wB97M-V/def2-TZVPD

The energy above the lowest of the compared OMol25 structures with the same formula, charge and spin comes out at 0.041 eV. Its molecular weight is 93.1 g/mol. As for the SMILES: N#Cc1ncc[nH]1. As for the LUMO energy: 0.6 eV. The value obtained for the HOMO-LUMO gap is 10.139 eV. Its strongest force on any atom is 1.13 eV/A. The HOMO energy is -9.535 eV.

CARTESIAN COORDINATES (ANGSTROEM)
1 N -0.620 -0.814 3.191
2 C -0.396 -0.390 2.138
3 C -0.104 0.048 0.806
4 N 0.589 1.111 0.468
5 C 0.691 1.039 -0.894
6 C 0.032 -0.060 -1.377
7 N -0.473 -0.698 -0.279
8 H 1.308 1.721 -1.461
9 H -0.118 -0.421 -2.384
10 H -0.878 -1.622 -0.254

Forces on the atoms, in the same order (eV/Å):
N 0.2 0.4 -1.0
C -0.2 -0.4 0.9
C 0.1 -0.1 0.0
N 0.0 -0.3 0.0
C 0.1 -0.1 -0.2
C 0.1 0.0 0.0
N 0.1 0.0 0.1
H -0.3 0.1 0.1
H 0.1 0.0 0.2
H -0.1 0.2 0.0

Atom charges from the natural (NBO) analysis, given in e for atoms 1 to 2: number 1, N, carries -0.27; number 2, C, carries 0.24

***

C12H19AlN5OS | wB97M-V/def2-TZVPD

Its molecular weight is 308.4 g/mol. As for the LUMO energy: -2.9 eV. The value obtained for the HOMO-LUMO gap is 8.310 eV. Its net charge is +1. Its strongest force on any atom is 0.16 eV/A. The HOMO energy is -11.193 eV.

CARTESIAN COORDINATES (ANGSTROEM)
1 Al 0.144 0.598 -0.138
2 N 3.040 2.548 2.264
3 C 1.945 1.969 1.729
4 S 1.659 2.287 0.018
5 N 1.199 1.232 2.493
6 N 0.088 0.725 1.823
7 C -0.898 0.364 2.571
8 C -2.146 -0.156 2.072
9 C -3.110 -0.564 3.006
10 C -4.339 -1.030 2.597
11 C -4.622 -1.079 1.233
12 C -3.692 -0.675 0.294
13 C -2.441 -0.215 0.698
14 O -1.555 0.158 -0.236
15 H 3.535 3.247 1.741
16 H 3.140 2.536 3.266
17 H -0.773 0.480 3.646
18 H -2.873 -0.503 4.061
19 H -5.076 -1.344 3.322
20 H -5.587 -1.437 0.899
21 H -3.915 -0.709 -0.764
22 N 1.206 -1.085 -0.020
23 C 1.707 -1.844 -1.204
24 C 2.600 -1.010 -2.120
25 C 1.909 -0.350 -3.316
26 C 1.188 0.959 -3.062
27 N 0.011 0.798 -2.162
28 H 1.998 -0.836 0.575
29 H 0.642 -1.715 0.552
30 H 0.834 -2.221 -1.739
31 H 2.254 -2.711 -0.835
32 H 3.366 -1.679 -2.512
33 H 3.138 -0.260 -1.531
34 H 1.220 -1.064 -3.781
35 H 2.663 -0.142 -4.077
36 H 0.849 1.375 -4.012
37 H 1.857 1.686 -2.602
38 H -0.586 0.044 -2.501
39 H -0.580 1.625 -2.248

Forces on the atoms, in the same order (eV/Å):
Al -0.1 0.1 0.0
N 0.0 0.0 0.0
C 0.0 0.1 0.1
S 0.0 -0.1 0.0
N -0.1 0.0 -0.1
N 0.0 0.0 0.1
C 0.0 0.0 -0.1
C 0.1 0.0 0.1
C -0.1 0.0 0.0
C 0.1 0.0 0.0
C 0.0 0.0 0.0
C 0.0 0.0 0.1
C 0.0 0.0 -0.1
O 0.0 0.0 0.0
H 0.0 0.0 0.0
H 0.0 0.0 0.0
H 0.0 0.0 0.0
H 0.0 0.0 0.0
H 0.0 0.0 0.0
H 0.0 0.0 0.0
H 0.0 0.0 0.0
N 0.0 0.0 0.0
C 0.0 0.0 0.1
C 0.0 0.0 0.0
C 0.0 0.0 -0.1
C -0.1 0.1 0.0
N 0.0 0.0 0.0
H 0.0 0.0 0.0
H 0.0 0.0 0.0
H 0.0 0.0 0.0
H 0.0 0.0 0.0
H 0.0 0.0 0.0
H 0.0 0.0 0.0
H 0.0 0.0 0.0
H 0.0 0.0 0.0
H 0.0 0.0 0.0
H 0.0 0.0 0.0
H 0.0 0.0 0.0
H 0.0 0.0 0.0

Atom charges from the natural (NBO) analysis, given in e for atoms 1 to 2: number 1, Al, carries 1.74; number 2, N, carries -0.78